No. 1
C16H54N4O18 | ωB97M-V/def2-TZVPD

```
92
Properties=species:S:1:pos:R:3:forces:R:3
N -0.0423 -0.1268 6.0367 -0.514 0.270 -0.715
C -1.1475 -0.1587 5.1926 -0.496 -0.128 0.087
N -1.0208 0.5391 4.0093 0.953 -0.798 1.501
O -2.1615 -0.7462 5.5168 -0.126 0.118 -0.014
H -0.1699 -0.7204 6.8358 0.313 -0.142 0.017
H 0.8733 -0.0047 5.6384 0.135 -0.082 0.262
H -1.8210 0.6440 3.4082 0.067 0.124 -0.209
H -0.0646 0.8080 3.8642 -0.342 0.623 -0.911
N -1.7270 2.3173 -1.7544 -0.475 -0.180 -0.668
C -2.6695 2.5737 -2.7211 0.015 0.542 -0.318
N -3.0533 3.8932 -2.8672 0.585 -0.588 0.420
O -3.0855 1.7006 -3.4616 -0.105 -0.120 0.125
H -1.4682 2.9935 -1.0630 0.055 -0.088 0.068
H -1.5211 1.3255 -1.6752 0.229 0.226 0.408
H -3.7994 4.0939 -3.5030 -0.096 0.025 0.031
H -2.7571 4.5658 -2.1859 -0.224 0.199 -0.106
O -1.8506 -2.6742 -4.1211 0.242 -0.441 -0.159
C -0.4843 -2.6504 -4.5219 -0.183 0.344 0.714
C 0.4352 -3.1159 -3.4150 0.137 0.425 -0.253
O 0.4429 -2.0992 -2.4040 0.210 -0.140 0.107
H -1.8836 -2.3236 -3.2213 -0.155 0.074 0.033
H -0.3097 -3.2962 -5.3804 -0.415 0.026 -0.137
H -0.2370 -1.6119 -4.7673 0.307 -0.123 -0.222
H 1.4390 -3.2277 -3.8422 -0.014 -0.097 0.178
H 0.0855 -4.0615 -2.9944 0.030 -0.068 -0.064
H 1.0740 -2.3454 -1.7187 0.032 -0.026 -0.020
O -3.4048 -1.9516 -1.4516 -0.065 0.006 0.235
C -4.3135 -1.3989 -2.3909 -0.100 1.037 -0.736
C -5.3269 -2.4326 -2.7564 0.519 -0.666 -0.071
O -6.0839 -2.8705 -1.6350 -0.265 0.089 -0.298
H -2.9570 -1.2001 -1.0390 0.466 -0.249 -0.163
H -4.7634 -0.4694 -2.0191 -0.199 -0.293 0.361
H -3.8006 -1.0484 -3.2984 0.111 -0.329 0.052
H -4.7645 -3.2720 -3.1922 -0.138 -0.032 0.058
H -5.9751 -2.0769 -3.5539 -0.300 0.156 0.242
H -5.5257 -3.4697 -1.1336 0.031 0.079 0.079
O -3.7328 1.2804 2.6938 -0.218 -0.057 -0.023
C -4.0771 2.6527 2.4913 0.366 0.377 0.247
C -3.7504 3.0506 1.0686 0.320 -0.286 -0.066
O -4.7251 2.6230 0.1320 0.065 0.190 0.156
H -4.4312 0.7155 2.3492 -0.030 -0.072 0.167
H -5.1104 2.8776 2.7643 -0.105 -0.219 -0.154
H -3.4560 3.2130 3.1943 0.093 -0.022 -0.105
H -2.7784 2.5778 0.8644 -0.045 0.031 -0.145
H -3.5944 4.1209 0.9321 -0.379 0.073 0.121
H -4.9206 1.6966 0.3037 0.024 -0.053 -0.195
O 3.3154 0.0215 -1.6210 0.472 0.183 -0.221
C 2.7560 0.6220 -2.8064 -0.083 -0.494 0.878
C 3.8893 1.1711 -3.6284 -0.122 -0.371 0.089
O 4.7704 0.1439 -4.0659 -0.123 0.058 0.098
H 2.5984 -0.1688 -1.0031 -0.095 -0.079 0.130
H 2.2124 -0.1851 -3.3050 -0.140 0.366 -0.419
H 2.0900 1.4348 -2.5014 -0.096 -0.011 -0.235
H 4.4255 1.8990 -3.0090 -0.008 0.145 -0.189
H 3.4661 1.6443 -4.5134 0.193 0.141 -0.039
H 4.9129 -0.4210 -3.2970 0.081 -0.024 -0.027
O 3.4168 2.6461 -0.4163 0.342 -0.160 0.678
C 3.1538 2.8878 0.9607 -0.504 0.598 -0.752
C 4.3581 3.2685 1.7634 0.983 -0.523 0.820
O 5.1348 2.0659 2.0436 -0.432 0.218 -0.252
H 4.0169 1.8868 -0.4388 -0.213 -0.141 -0.402
H 2.4582 3.7325 0.9585 0.056 -0.001 0.155
H 2.6240 2.0445 1.4189 0.213 -0.084 0.102
H 4.0573 3.7162 2.7171 -0.134 -0.036 -0.057
H 5.0417 3.9599 1.2693 -0.405 0.175 -0.350
H 5.9759 2.3182 2.4351 -0.013 0.003 -0.012
O 1.2815 -0.5236 0.2950 0.174 0.237 -0.211
C 0.3222 0.4648 0.6914 0.219 -0.745 0.536
C -1.0309 -0.1641 0.4902 -0.622 -0.049 -0.189
O -1.2134 -0.4391 -0.8969 0.045 0.378 0.367
H 1.1899 -1.2366 0.9449 0.075 -0.272 0.103
H 0.5040 0.6777 1.7491 -0.146 0.342 -0.094
H 0.4819 1.3487 0.0771 -0.023 0.029 -0.027
H -1.8761 0.4413 0.8302 0.173 0.284 -0.137
H -1.1042 -1.1038 1.0458 0.190 0.140 0.039
H -0.4205 -0.9198 -1.1923 -0.350 -0.152 -0.330
O 5.6247 -3.0751 2.3656 0.096 0.088 -0.111
C 5.4604 -1.7097 2.7187 -0.090 -0.081 0.441
C 4.0108 -1.2819 2.5629 -0.242 0.701 -0.225
O 3.7172 -0.0540 3.2378 0.092 -0.337 -0.045
H 5.1307 -3.5915 3.0098 0.033 -0.085 -0.054
H 5.7800 -1.5362 3.7543 -0.067 0.034 -0.022
H 6.1099 -1.1151 2.0778 0.030 -0.096 -0.121
H 3.3388 -2.0507 2.9504 0.038 0.036 0.137
H 3.7776 -1.1438 1.5041 -0.001 -0.270 -0.131
H 4.2051 0.6476 2.7716 -0.042 0.008 0.187
O 0.3268 -2.5149 2.2736 0.100 -0.007 0.120
H -0.3219 -3.0986 1.8563 -0.065 0.053 -0.226
H -0.1410 -2.1368 3.0276 0.038 0.014 0.036
O -1.6154 -3.6084 0.1642 -0.004 -0.133 -0.056
H -1.5235 -4.5539 0.0146 0.001 -0.031 0.010
H -2.2730 -3.3203 -0.4929 0.062 0.217 0.090
```
Forces are in eV/Å.

Results
**M**: 590.62 g mol⁻¹
**Strongest force on any atom**: 1.95 eV/Å
**Structure (SMILES)**: NC(N)=O.NC(N)=O.OCCO.OCCO.OCCO.OCCO.OCCO.OCCO.OCCO.O.O
**HOMO energy**: -0.3610 Ha
**Energy relative to the best compared isomer or geometry (same formula, charge and spin)**: 0.0 kJ/mol
**2S+1**: 1
**HOMO-LUMO gap**: 9.978 eV

These are the Mulliken partial charges, in e, on atoms 1 to 4: atom 1 (N): -0.4515, atom 2 (C): 0.5495, atom 3 (N): -0.1425, atom 4 (O): -0.6322

---

No. 2
C6H7N3O | ωB97M-V/def2-TZVPD

```
17
Properties=species:S:1:pos:R:3:forces:R:3
C -2.1293 2.3324 -0.7017 -0.048 -0.106 0.100
C -0.9227 1.5467 -0.3480 -0.575 -2.454 -0.421
N -0.8774 0.2902 -0.6895 0.181 2.277 0.876
C 0.1579 -0.4790 -0.1887 1.088 -0.618 0.944
C 0.4924 -1.6420 -0.7995 0.092 -0.392 -0.289
C 1.4715 -2.5264 -0.2494 0.109 1.255 0.578
N 2.1056 -2.2655 0.8644 -0.611 -0.080 -0.985
C 1.7804 -1.0736 1.5158 0.878 0.071 1.241
O 2.2875 -0.7813 2.5787 -0.016 -0.034 0.103
N 0.8705 -0.1565 0.9797 -1.518 -0.629 -1.668
H -2.1711 3.1480 0.0048 -0.394 0.445 -0.018
H -2.0373 2.7191 -1.7131 -0.026 0.211 -0.112
H -3.0416 1.7157 -0.6505 0.472 0.220 -0.010
H -0.1607 2.0156 0.2772 0.169 0.026 -0.190
H 0.0001 -1.9163 -1.7068 -0.309 -0.005 -0.339
H 1.7078 -3.4300 -0.8154 0.052 0.049 0.399
H 0.4664 0.5030 1.6421 0.457 -0.238 -0.209
```
Forces are in eV/Å.

Results
**M**: 137.14 g mol⁻¹
**Strongest force on any atom**: 2.55 eV/Å
**Structure (SMILES)**: C/C=N/c1ccnc(=O)[nH]1
**HOMO energy**: -0.3248 Ha
**Energy relative to the best compared isomer or geometry (same formula, charge and spin)**: 31.3 kJ/mol
**2S+1**: 1
**HOMO-LUMO gap**: 8.189 eV

These are the natural (NBO) partial charges, in e, on atoms 1 to 4: atom 1 (C): -0.6771, atom 2 (C): 0.1807, atom 3 (N): -0.4334, atom 4 (C): 0.3846

---

Which value of energy relative to the best compared isomer or geometry (same formula, charge and spin) does entry 2 give?
31.3 kJ/mol